(1)
Molecular formula: C50H56BrFN4O2S
Method: DFT, the ωB97M-V functional and the def2-TZVPD basis

XYZ file:
```
115
Properties=species:S:1:pos:R:3:mulliken_charge:R:1
N -3.80250 -2.71161 7.27565 -0.617
C -4.35375 -2.57722 5.94255 1.168
N -4.59875 -3.85495 5.28105 -0.755
N -5.66572 -1.94398 6.10789 -0.723
C -3.47859 -1.73313 5.02981 -1.245
N -2.11826 -2.30786 4.72962 -0.288
Br -1.50696 -1.27977 3.23583 0.108
S -0.94774 -2.07702 5.94220 1.174
O -1.03198 -3.09614 6.88198 -0.563
O 0.29915 -1.95631 5.32526 -0.515
F -1.27157 -0.72615 6.58315 -0.229
H -4.54082 -2.64587 7.96085 0.264
H -3.30303 -3.58001 7.39023 0.180
H -3.82753 -4.12178 4.68270 0.258
H -4.72534 -4.58506 5.96727 0.253
H -6.20168 -2.13496 5.26940 0.303
H -5.53969 -0.93493 6.13171 0.265
H -3.41539 -0.70513 5.35931 0.551
H -3.97663 -1.70291 4.07242 0.380
C -3.11609 -1.58585 0.07553 0.324
C -4.22983 -1.98187 -0.65098 -0.680
C -4.16366 -2.04529 -2.03651 -0.483
C -2.98193 -1.72506 -2.69221 -0.649
C -1.86758 -1.33706 -1.96220 -0.097
C -1.93801 -1.26242 -0.58098 -0.290
H -3.14302 -1.53024 1.15571 -0.158
H -5.14909 -2.23851 -0.14004 0.389
H -5.03409 -2.34621 -2.60709 0.536
H -2.93015 -1.78063 -3.77206 0.399
H -0.94068 -1.09266 -2.46522 0.352
H -1.06601 -0.95539 -0.01444 0.307
C 3.99451 -1.25144 4.04791 -0.420
C 5.18688 -0.56586 3.86209 -0.587
C 5.73071 0.17394 4.90243 -0.280
C 5.08544 0.22018 6.12989 -0.089
C 3.89457 -0.46863 6.31606 -0.623
C 3.34514 -1.20222 5.27434 -0.318
H 3.56911 -1.82761 3.23519 0.397
H 5.69377 -0.60807 2.90591 0.427
H 6.65795 0.71438 4.75774 0.346
H 5.51198 0.79426 6.94332 0.337
H 3.39269 -0.43306 7.27448 0.373
H 2.41674 -1.73407 5.41478 0.515
C 2.28192 -2.75197 -1.92036 -0.601
C 3.49333 -2.10037 -2.10595 -0.345
C 4.05198 -1.36386 -1.07088 -0.439
C 3.40352 -1.28532 0.15359 -0.386
C 2.19390 -1.93963 0.33970 -0.305
C 1.63015 -2.66976 -0.69774 -0.538
H 1.84504 -3.32392 -2.72879 0.389
H 4.00220 -2.16583 -3.05864 0.379
H 4.99309 -0.85065 -1.21850 0.389
H 3.83996 -0.71308 0.96310 0.410
H 1.68831 -1.87840 1.29612 0.556
H 0.68336 -3.17487 -0.55331 0.467
C 1.52247 0.93895 -1.90968 0.523
C 1.97295 1.69620 -0.83805 -0.513
C 1.93188 3.08184 -0.90168 -0.589
C 1.43271 3.70970 -2.03406 -0.603
C 0.97914 2.95192 -3.10427 -0.499
C 1.02707 1.56673 -3.04359 -0.597
H 1.55923 -0.14315 -1.85895 0.060
H 2.35671 1.20429 0.04595 0.379
H 2.28881 3.67279 -0.06818 0.400
H 1.39699 4.79070 -2.08259 0.440
H 0.58794 3.44214 -3.98668 0.605
H 0.67726 0.97569 -3.88096 0.428
C 4.46356 4.60077 -7.74111 -0.382
C 3.47886 3.69891 -7.36482 -0.512
C 3.04062 3.65766 -6.04887 -0.091
C 3.58112 4.52478 -5.11047 -0.065
C 4.56401 5.42855 -5.48792 -0.554
C 5.00791 5.46442 -6.80187 -0.364
H 4.80717 4.63053 -8.76686 0.353
H 3.05290 3.02649 -8.09812 0.360
H 2.27723 2.94969 -5.75414 0.277
H 3.23629 4.49502 -4.08552 0.246
H 4.98504 6.10576 -4.75626 0.363
H 5.77789 6.16639 -7.09441 0.361
C -5.91745 1.02363 -2.79054 0.004
C -5.90174 0.68598 -4.13464 -0.372
C -6.63127 1.43367 -5.04828 -0.342
C -7.36855 2.52676 -4.61651 -0.479
C -7.38049 2.86785 -3.27132 -0.315
C -6.65812 2.11399 -2.35738 -0.627
H -5.34948 0.43607 -2.08114 0.282
H -5.31952 -0.16374 -4.46943 0.409
H -6.62544 1.16563 -6.09724 0.322
H -7.93405 3.11308 -5.32878 0.372
H -7.95449 3.72147 -2.93533 0.364
H -6.67172 2.37634 -1.30754 0.378
C 8.99274 1.65571 6.50959 -0.313
C 8.41656 2.91389 6.40903 -0.320
C 9.11126 3.94849 5.79941 -0.406
C 10.37896 3.72252 5.28320 -0.367
C 10.95358 2.46346 5.38086 -0.364
C 10.26208 1.43066 5.99703 -0.409
H 8.45130 0.84896 6.98724 0.391
H 7.42484 3.08854 6.80632 0.341
H 8.66423 4.93122 5.72599 0.362
H 10.91928 4.52839 4.80405 0.355
H 11.94166 2.28716 4.97645 0.356
H 10.71179 0.44971 6.07706 0.369
C -6.82079 -2.32068 -6.18136 -0.212
C -6.84672 -3.44854 -6.98911 -0.515
C -7.56806 -4.56649 -6.59615 -0.369
C -8.26997 -4.55367 -5.39941 -0.355
C -8.24612 -3.42457 -4.59346 -0.608
C -7.51831 -2.30877 -4.98225 -0.022
H -6.25589 -1.44886 -6.48732 0.226
H -6.30433 -3.45636 -7.92554 0.368
H -7.58387 -5.44818 -7.22329 0.360
H -8.83596 -5.42439 -5.09518 0.360
H -8.79483 -3.41392 -3.66071 0.377
H -7.49617 -1.42994 -4.35209 0.397
```

Output
HOMO-LUMO gap   8.4 eV
Spin multiplicity   1
Max |F|   0.0492 hartree/bohr
HOMO energy   -9.14 eV
Energy   -5380.36848 a.u.

***

(2)
Molecular formula: C4H12N2O
Method: DFT, the ωB97M-V functional and the def2-TZVPD basis

XYZ file:
```
19
Properties=species:S:1:pos:R:3:nbo_charge:R:1
N 0.14194 -0.91601 -1.99375 -0.827
C -0.39135 0.43845 -1.99912 -0.212
C -1.39255 0.88808 -0.90913 -0.415
C -0.67651 1.00716 0.43367 -0.227
N -0.44426 -0.37083 0.99421 -0.640
C 0.84574 -0.91751 1.35641 0.089
O 1.58133 -0.03931 2.22886 -0.749
H -0.23843 -1.44069 -2.76238 0.351
H 1.10614 -0.80691 -2.33785 0.347
H -0.99694 0.56121 -3.00454 0.168
H 0.53127 1.03458 -1.79909 0.178
H -2.19439 0.14330 -0.91737 0.213
H -1.79872 1.93680 -1.18639 0.203
H 0.22762 1.65180 0.35922 0.192
H -1.31518 1.44517 1.21059 0.190
H -1.07423 -0.32726 1.78391 0.353
H 0.74225 -1.94164 1.74182 0.170
H 1.39561 -0.83830 0.41369 0.157
H 2.51001 -0.25708 2.09751 0.461
```

Output
HOMO-LUMO gap   9.5 eV
SMILES   NCCCNCO
Spin multiplicity   1
Max |F|   0.0502 hartree/bohr
HOMO energy   -8.59 eV
Energy   -344.29435 a.u.
Energy relative to the best compared isomer or geometry (same formula, charge and spin)   238.0 kJ/mol

***

(3)
Molecular formula: C4H11NO2
Method: DFT, the ωB97M-V functional and the def2-TZVPD basis

XYZ file:
```
18
Properties=species:S:1:pos:R:3:nbo_charge:R:1
C 1.50241 -0.56020 -0.20534 -0.616
C 0.69437 0.68560 0.20284 -0.309
C 0.15902 1.43462 -1.01120 -0.610
C -0.46748 0.45188 1.19038 0.677
N -0.35718 -0.62992 2.01449 -0.830
O -1.40721 1.21631 1.29490 -0.631
H 1.92265 -1.05785 0.66431 0.196
H 0.91136 -1.23785 -0.81513 0.233
H 2.26900 -0.14258 -0.84560 0.217
H 1.32200 1.37448 0.77798 0.222
H 0.95883 1.85841 -1.62371 0.204
H -0.43908 2.28956 -0.69906 0.236
H -0.43602 0.78485 -1.65522 0.212
H 0.32388 -1.36357 1.87639 0.396
H -0.99122 -0.73283 2.78456 0.401
O -1.64528 -1.62959 -1.23834 -0.950
H -2.06230 -0.91838 -0.73970 0.479
H -2.25773 -1.82294 -1.97256 0.474
```

Output
HOMO-LUMO gap   10.4 eV
SMILES   CC(C)C(N)=O.O
Spin multiplicity   1
Max |F|   0.0224 hartree/bohr
HOMO energy   -9.65 eV
Energy   -364.26633 a.u.
Energy relative to the best compared isomer or geometry (same formula, charge and spin)   4.8 kJ/mol

***

Which of these has the lowest energy?
C50H56BrFN4O2S